Record 1
2 unconnected molecules or ions with the total composition H3NOS2, computed with wB97M-V/def2-TZVPD.

Cartesian coordinates (Å):
1 H 0.763 0.024 0.461
2 H 0.432 -1.441 0.179
3 N 0.708 -0.686 -0.307
4 O -1.479 -1.161 -1.640
5 S -0.514 -0.097 -1.338
6 S 0.154 0.706 -2.950
7 H -1.713 0.987 0.030

Forces on atoms 1 to 3 (eV/Å):
0.5 -0.3 -1.0
-1.7 -4.0 1.5
0.8 5.0 -1.0

Summary:
Energy relative to the best compared isomer or geometry (same formula, charge and spin)   79.5 kcal/mol
Frontier orbital gap (alpha / beta)   0.292 / 0.280 hartree


Record 2
2 unconnected molecules or ions with the total composition C2H3BrN2O2, computed with wB97M-V/def2-TZVPD.

Cartesian coordinates (Å):
1 H -0.753 0.896 -1.211
2 O 0.319 -3.560 -0.396
3 C 1.094 0.224 -0.162
4 H -1.034 -0.038 0.345
5 N 0.763 -2.680 0.207
6 C -0.344 0.181 -0.443
7 N 0.570 -0.813 -0.849
8 O 1.203 -2.322 1.251
9 H 1.188 -0.001 0.848
10 Br 2.228 1.524 -0.924

Forces on atoms 1 to 3 (eV/Å):
0.3 -1.2 0.4
0.0 -1.6 0.4
-0.5 1.3 1.0

Summary:
Energy relative to the best compared isomer or geometry (same formula, charge and spin)   66.1 kcal/mol
Frontier orbital gap (alpha / beta)   0.333 / 0.296 hartree


Record 3
A molecular structure, C27H58ClF13N7O19S4, computed with wB97M-V/def2-TZVPD.

Cartesian coordinates (Å):
1 H 1.950 9.561 12.154
2 H 3.362 10.266 12.991
3 C 7.669 21.897 14.459
4 H 5.815 21.447 15.099
5 H 3.800 14.181 15.294
6 H 0.321 12.328 9.473
7 H -0.554 20.252 18.747
8 O 7.931 17.426 12.216
9 O 3.097 12.301 9.360
10 C 7.792 18.346 11.280
11 O -1.319 15.073 11.928
12 O 4.338 12.053 15.969
13 H 4.209 20.806 14.050
14 O 2.300 20.880 24.609
15 C 4.753 19.969 13.681
16 C 3.135 12.302 18.033
17 H 7.832 19.375 11.678
18 F 9.118 19.455 9.647
19 F 8.474 21.585 13.428
20 H -2.619 13.030 13.084
21 C 8.886 18.260 10.191
22 H 0.705 19.114 18.109
23 O 6.433 18.282 10.756
24 C 2.767 21.416 17.089
25 H 3.504 22.012 18.882
26 C 0.898 12.162 10.414
27 H -1.173 16.974 12.632
28 O 0.682 15.856 12.838
29 H 2.514 15.871 15.967
30 S -4.397 20.983 19.261
31 H -2.882 16.070 12.869
32 N 1.672 21.986 16.480
33 O -3.441 23.212 17.199
34 C 6.670 18.407 20.668
35 H 8.845 17.398 12.412
36 H 2.810 11.269 17.964
37 H 0.652 22.244 14.632
38 C -0.763 17.323 18.838
39 H 7.682 15.787 23.927
40 S 3.231 19.838 24.407
41 H 6.769 17.848 19.717
42 H 0.834 22.040 17.068
43 C -0.169 16.815 10.730
44 N 2.679 18.380 24.734
45 H 12.532 14.417 16.923
46 C -1.898 16.843 19.619
47 F 0.157 18.118 24.472
48 F 4.346 20.049 25.590
49 C -2.609 15.133 12.461
50 O 8.621 17.632 21.797
51 F 8.634 17.403 9.194
52 H 6.545 16.876 24.710
53 O 1.007 19.460 26.404
54 C 3.634 12.765 16.704
55 F -2.578 21.191 16.458
56 H 3.025 19.240 12.554
57 O 3.942 19.868 23.138
58 F -1.275 17.388 10.267
59 C 2.657 15.143 16.779
60 F 10.015 17.825 10.817
61 H 1.723 14.934 17.170
62 H -3.765 14.235 13.901
63 F 8.397 22.190 15.518
64 H 0.903 13.082 10.992
65 O -4.378 19.530 19.203
66 H 3.790 17.337 10.568
67 O 6.142 20.393 13.500
68 H -2.490 16.053 19.104
69 H -1.631 16.449 20.542
70 H 4.389 15.862 9.941
71 N 3.018 11.180 11.258
72 C 7.383 16.865 24.009
73 C 2.497 10.501 12.374
74 O 7.092 19.966 15.617
75 H 8.320 17.401 24.337
76 C 5.891 16.921 10.613
77 C 1.623 22.169 15.067
78 H 4.000 11.057 11.060
79 H -2.006 14.164 14.249
80 H -0.258 20.141 17.059
81 H 4.544 18.316 12.406
82 O -1.109 22.503 17.697
83 H 3.028 20.158 18.732
84 H 3.979 12.092 18.743
85 H 2.334 12.842 18.593
86 O 0.354 16.924 19.033
87 Cl -0.163 16.746 15.625
88 H -1.093 17.955 16.898
89 H -3.277 14.944 11.584
90 C 6.613 20.891 14.704
91 O 1.197 17.015 26.276
92 H 4.525 17.353 8.938
93 F 0.822 17.746 10.775
94 N -1.208 18.431 17.800
95 H 5.790 17.613 22.884
96 H 1.766 11.147 12.897
97 N -2.961 21.507 18.934
98 H 0.436 11.320 10.967
99 S 1.277 18.346 25.616
100 C 2.364 11.869 10.234
101 F 0.199 15.963 9.797
102 H 0.517 16.073 13.763
103 H 4.473 19.705 11.603
104 F -5.465 21.379 18.132
105 H 3.328 15.591 17.573
106 S -2.500 22.290 17.638
107 H -2.123 18.621 18.030
108 C -2.760 14.060 13.478
109 H 6.564 16.291 10.127
110 C 4.146 19.234 12.531
111 H -2.558 17.626 19.853
112 C -0.273 19.600 17.973
113 C 4.541 16.929 9.959
114 H 1.985 21.261 14.707
115 F 7.081 23.072 14.111
116 O 3.710 21.082 16.436
117 N 3.325 13.997 16.192
118 H 1.794 21.535 18.917
119 H 5.767 16.582 11.664
120 C 2.751 21.242 18.581
121 H 2.176 22.953 14.558
122 H 8.070 19.694 15.676
123 N 6.701 17.293 22.810
124 C -0.465 16.188 12.152
125 H 5.670 18.721 20.946
126 C 7.404 17.741 21.730
127 H 4.671 19.370 14.575
128 O -5.014 21.498 20.480
129 H 7.151 19.355 20.570

Forces on atoms 1 to 3 (eV/Å):
0.4 0.2 -0.1
-0.4 0.0 0.5
-0.1 2.1 -1.9

Summary:
Frontier orbital gap   0.045 hartree
Total charge   -1


Record 4
A molecular structure, C4H4CuLiO5, computed with wB97M-V/def2-TZVPD.

Cartesian coordinates (Å):
1 O 1.027 2.514 -0.350
2 O -2.143 0.810 0.664
3 C -1.300 -0.109 0.616
4 O -2.114 -1.730 -0.947
5 H 1.572 -0.794 -0.021
6 Li -0.540 2.366 0.524
7 H 2.420 1.389 0.698
8 C 0.973 0.108 -0.220
9 O -0.004 0.244 0.833
10 H 0.456 -0.013 -1.184
11 C -1.563 -1.472 0.191
12 H 2.534 1.260 -1.068
13 Cu -1.895 -3.487 -0.439
14 O -1.228 -2.474 0.936
15 C 1.805 1.388 -0.233

Forces on atoms 1 to 3 (eV/Å):
1.2 -0.3 0.0
-0.3 2.2 -0.5
-1.1 -1.8 -0.8

Summary:
Energy relative to the best compared isomer or geometry (same formula, charge and spin)   0.0 kcal/mol
Spin multiplicity   3
Frontier orbital gap (alpha / beta)   0.165 / 0.123 hartree


Record 5
A single C19H19N3O4 molecule, computed with wB97M-V/def2-TZVPD.

Cartesian coordinates (Å):
1 C -0.631 -0.007 -1.381
2 O 1.876 1.821 1.585
3 C -4.637 -1.827 -0.692
4 C -2.686 -0.557 -0.116
5 H 0.441 -1.488 -2.440
6 H -0.830 -2.132 -1.386
7 H -2.051 1.929 2.006
8 C 0.313 3.349 -0.255
9 C 4.324 -2.293 -0.008
10 C 2.882 -0.850 1.455
11 H 2.816 -0.341 2.417
12 H -5.358 -2.149 -1.429
13 H 1.102 1.109 -2.056
14 H -2.278 3.272 0.892
15 C 4.063 -1.816 1.405
16 H 2.210 4.162 0.291
17 H -2.060 -0.670 1.926
18 C -3.614 -0.973 -1.063
19 H -3.535 -0.618 -2.079
20 N 4.055 -1.350 -0.970
21 N 3.562 -0.115 -0.772
22 C 3.021 0.158 0.351
23 C -3.818 -1.845 1.562
24 O 4.782 -3.369 -0.308
25 H 3.907 -2.681 2.050
26 C 0.227 1.048 -1.441
27 H -3.896 -2.184 2.584
28 C -4.741 -2.264 0.618
29 O 2.545 2.279 -0.516
30 C -1.435 1.560 0.001
31 C 1.825 3.501 -0.494
32 H -5.541 -2.929 0.903
33 H 1.942 -1.390 1.300
34 H -1.251 -1.366 -2.918
35 C -2.789 -0.994 1.199
36 H 1.995 3.961 -1.470
37 C -0.567 -1.325 -2.069
38 C -0.270 2.061 -0.568
39 O -0.303 4.299 0.182
40 C -2.344 2.192 0.988
41 C 2.423 1.502 0.556
42 H 4.976 -1.312 1.738
43 N -1.634 0.308 -0.487
44 H -3.372 1.868 0.831
45 H 4.356 -1.536 -1.919

Forces on atoms 1 to 3 (eV/Å):
0.5 -0.2 -0.3
0.1 0.0 -0.2
0.0 -0.1 0.0

Summary:
Energy relative to the best compared isomer or geometry (same formula, charge and spin)   54.0 kcal/mol
SMILES   Cc1cc(C(=O)COC(=O)C2=NNC(=O)CC2)c(C)n1-c1ccccc1
Frontier orbital gap   0.305 hartree


Record 6
A single C7H7N molecule, computed with wB97M-V/def2-TZVPD.

Cartesian coordinates (Å):
1 C 0.287 -0.754 -0.496
2 C 1.173 0.400 0.101
3 H 1.339 -2.482 -1.511
4 C -1.319 0.629 0.359
5 H -1.864 1.342 -0.268
6 H 3.551 -1.330 -0.954
7 N 2.565 0.332 -0.007
8 H -1.912 0.498 1.267
9 C 1.400 -1.542 -0.989
10 H 0.212 1.196 1.819
11 C -1.179 -0.691 -0.373
12 C 2.590 -0.915 -0.699
13 H -1.912 -1.399 -0.677
14 H 0.146 2.288 0.439
15 C 0.095 1.239 0.733

Forces on atoms 1 to 3 (eV/Å):
-0.4 -0.2 -0.1
-0.2 -0.2 0.0
0.1 -0.1 -0.1

Summary:
Energy relative to the best compared isomer or geometry (same formula, charge and spin)   51.3 kcal/mol
SMILES   C1=CC2=CCCC2=N1
Frontier orbital gap (alpha / beta)   0.280 / 0.280 hartree


The E_tot results, record by record, are as follows: -25252.44401 -79233.33573 -169455.19300 -59290.30890 -32671.80846 -8859.39831 eV.
The max |F| results, record by record, are as follows: 0.1010 0.0884 0.1216 0.0926 0.0183 0.1561 Eh/bohr.